The following is a quantum chemistry calculation of 5 unconnected molecules or ions with the total composition C29H52BrClN3O7 at a distorted geometry, from OMol25.

XYZ file:
```
93
Properties=species:S:1:pos:R:3:forces:R:3
C -2.0818 -2.7223 3.8232 -2.12 0.35 -9.54
C -2.3514 -2.6896 2.4234 1.48 0.62 8.99
N -2.6168 -2.3582 0.9701 1.85 -0.87 0.99
C -1.6037 -3.3112 0.3048 3.00 2.16 0.71
N -1.8258 -4.5051 -0.3420 -0.03 0.72 1.02
N -0.2347 -2.6490 0.4653 -4.01 -0.84 0.82
C -0.4599 -1.1486 0.6629 -0.20 -0.63 -0.34
Cl 0.1503 -0.4902 -0.9992 3.02 0.88 2.80
C 0.2744 -0.5691 2.0079 1.42 0.64 -0.58
C 1.8093 -0.0318 1.6172 0.81 -1.58 1.83
O 1.8504 1.3940 1.2580 1.76 -1.50 -2.67
C 2.8213 1.6767 0.1891 4.89 -0.84 -1.70
O 4.0262 1.1209 0.0372 -7.88 2.63 1.62
C 2.3712 2.8490 -0.9089 -0.37 0.44 0.83
C 2.0646 2.2248 -2.3971 -0.15 -0.32 -0.02
C -2.0837 -1.0002 0.4725 0.99 0.26 1.29
Br -2.2653 -1.2510 -1.5302 -3.49 -0.71 0.93
C -2.7048 0.3473 1.1663 -0.33 -0.80 0.74
C -4.1532 0.8360 0.5790 0.60 1.55 0.18
C -4.0300 2.4934 0.3883 -1.31 -0.37 0.78
O -3.0690 2.8696 -0.6711 0.37 0.20 2.59
H -2.0220 -2.8099 5.0113 -0.17 0.04 -3.38
H -1.6521 -5.4175 0.1640 0.18 1.41 -1.16
H -2.2366 -4.4583 -1.3139 0.17 -0.20 1.95
H 0.4142 -3.1124 1.1420 -0.43 0.28 -1.11
H 0.4329 -1.4247 2.7995 -0.53 1.49 -1.67
H -0.2801 0.3114 2.5428 0.81 -1.77 -1.30
H 2.3170 -0.7482 0.8202 -1.15 1.82 1.45
H 2.4391 -0.1841 2.6195 -1.33 0.46 -2.16
H 3.2098 3.6873 -1.0252 -1.75 -2.23 0.60
H 1.3957 3.4019 -0.4994 2.22 -1.30 -0.87
H 2.6041 2.8451 -3.2423 -1.07 -1.29 1.93
H 2.4178 1.0968 -2.4795 -0.72 2.42 0.20
H 0.9058 2.2864 -2.5785 2.28 -0.24 0.22
H -1.8757 1.2031 1.1907 -1.85 -1.95 -0.55
H -2.8852 0.0759 2.3148 0.58 0.34 -2.45
H -4.4653 0.3663 -0.4459 0.83 0.81 1.98
H -5.0005 0.6422 1.3677 1.70 0.28 -1.58
H -5.1360 2.8453 0.1286 2.54 -0.48 0.20
H -3.7577 3.0257 1.4213 -0.48 -1.32 -2.20
H -2.2680 3.2946 -0.2169 -1.84 -0.93 -1.02
C 2.5734 -4.7191 5.9494 0.65 -0.16 -0.18
C 1.8123 -4.0594 7.0702 -0.36 -0.17 0.54
C 1.2769 -2.8134 6.3992 0.06 0.50 0.06
O 1.0791 -3.1378 5.0162 0.02 -0.11 -0.03
C 1.7109 -4.3974 4.7487 -0.28 -0.14 -0.28
H 2.7228 -5.7924 6.0916 -0.03 0.14 -0.05
H 3.5570 -4.2469 5.8405 -0.10 -0.11 -0.01
H 0.9808 -4.7023 7.3824 0.10 0.09 0.03
H 2.4245 -3.8413 7.9490 -0.11 0.00 -0.13
H 2.0002 -1.9926 6.4498 -0.06 0.00 0.10
H 0.3333 -2.4743 6.8364 0.05 0.02 -0.12
H 0.9216 -5.1452 4.6156 0.05 -0.09 -0.05
H 2.2885 -4.3309 3.8225 -0.07 0.09 0.01
C 0.9416 6.7693 -3.6288 -0.57 -0.12 -0.30
C 1.4859 7.6635 -2.5448 0.29 0.58 0.06
C 1.9047 6.6633 -1.4895 0.06 -0.15 0.39
O 2.2839 5.4645 -2.1796 -0.19 0.32 -0.18
C 1.8661 5.5743 -3.5473 0.31 -0.19 -0.25
H 0.9316 7.2338 -4.6180 -0.01 -0.11 0.12
H -0.0828 6.4670 -3.3809 0.08 0.02 -0.12
H 2.3642 8.2043 -2.9165 -0.11 -0.02 0.09
H 0.7641 8.3964 -2.1755 0.11 -0.09 -0.02
H 1.0714 6.4160 -0.8232 -0.03 0.09 0.08
H 2.7424 7.0197 -0.8831 -0.05 -0.15 -0.05
H 2.7623 5.7239 -4.1592 -0.06 -0.03 -0.08
H 1.3807 4.6458 -3.8603 0.07 0.07 0.09
C 3.1131 -5.9073 0.3935 0.52 -0.10 0.36
C 2.6610 -6.0552 -1.0364 -0.02 0.33 -0.56
C 1.4826 -6.9948 -0.9005 -0.11 -0.48 -0.23
O 0.9001 -6.7482 0.3868 0.08 0.39 0.12
C 1.7998 -5.9274 1.1445 -0.24 -0.24 0.18
H 3.6962 -5.0016 0.5786 -0.06 -0.11 0.00
H 3.7218 -6.7726 0.6817 -0.08 0.16 0.03
H 2.3232 -5.0855 -1.4206 0.06 -0.09 -0.03
H 3.4361 -6.4371 -1.7056 -0.14 0.05 0.09
H 1.8037 -8.0415 -0.9270 -0.03 0.05 -0.08
H 0.7313 -6.8404 -1.6803 -0.01 -0.05 0.14
H 1.3638 -4.9245 1.2078 0.05 0.16 0.11
H 1.9010 -6.3285 2.1567 -0.16 0.02 -0.09
C -3.8996 3.3810 -3.7386 -0.56 0.00 0.42
C -3.5569 2.5988 -4.9801 0.17 -0.52 -0.18
C -3.1411 3.6929 -5.9392 0.01 0.29 -0.39
O -2.5762 4.7474 -5.1479 -0.15 -0.29 0.20
C -2.8695 4.4889 -3.7679 0.29 0.23 0.02
H -3.8620 2.7881 -2.8212 0.03 0.19 -0.18
H -4.9067 3.8044 -3.8329 0.10 -0.02 0.03
H -2.7070 1.9362 -4.7781 -0.07 0.01 -0.05
H -4.3823 1.9906 -5.3587 0.10 0.08 0.00
H -4.0047 4.1023 -6.4738 0.00 -0.09 -0.06
H -2.4066 3.3498 -6.6736 -0.02 0.15 0.07
H -1.9387 4.1778 -3.2813 0.00 -0.02 0.14
H -3.2246 5.4052 -3.2884 0.09 -0.01 -0.11
```
Forces are in eV/Å.

LUMO   -5.678 eV
HOMO-LUMO gap   5.26 eV
Charge   +1

And the Löwdin charges, in e, turn out to be: 0.1630 -0.0675 -0.0660 -0.2189 0.1525 0.0733 -0.6167 0.5722 -0.0845 -0.1999 -0.1069 -0.2634 -0.0119 -0.1385 -0.1297 -0.6089 0.7806 -0.1457 -0.1594 -0.2290 -0.1466 0.1007 0.1560 0.1481 0.1344 0.1148 0.1323 0.1326 0.1491 0.1301 0.1187 0.0843 0.0809 0.0718 0.1339 0.1368 0.0993 0.1255 0.1357 0.1395 0.1180 -0.1720 -0.1729 -0.2037 -0.1821 -0.2154 0.1220 0.1230 0.1205 0.1229 0.1219 0.1142 0.1179 0.1069 -0.1700 -0.1747 -0.1992 -0.1834 -0.2035 0.1227 0.1113 0.1205 0.1189 0.1149 0.1220 0.1244 0.1017 -0.1690 -0.1727 -0.1991 -0.1518 -0.2118 0.1204 0.1256 0.1161 0.1235 0.1242 0.1161 0.0815 0.1168 -0.1846 -0.1814 -0.2037 -0.1392 -0.2127 0.0862 0.1224 0.1128 0.1158 0.1197 0.1185 0.1062 0.1207